(1)
Entry from the OMol25 dataset: C27H50BF4N6NdOP2S2 as an isolated structure at a distorted geometry (ωB97M-V/def2-TZVPD).

Structure (XYZ):
```
94
Properties=species:S:1:pos:R:3
Nd -0.44 1.66 1.75
S -0.17 4.14 3.01
S -3.43 -0.22 1.30
P 1.16 -1.09 1.67
P 1.28 0.46 -1.82
F -2.20 1.76 5.40
F -0.55 0.95 3.97
F -2.43 1.87 3.10
F -2.55 -0.16 4.19
O -1.98 0.13 0.88
N 0.15 3.45 0.41
N -0.32 -1.49 -2.16
N -0.18 -2.92 0.22
N 2.16 3.64 1.75
N 1.12 5.62 1.17
N 2.02 2.38 2.50
C -1.00 -2.66 -2.02
C -1.80 -3.14 -3.08
C -2.44 -4.35 -2.95
C 2.40 -0.25 -3.20
C -3.59 -2.01 1.14
C -2.09 4.68 0.45
C 1.75 0.17 -4.52
C 3.79 0.39 -3.11
C 3.74 -1.91 0.76
C 0.06 -1.91 2.87
C 2.48 -3.55 2.13
C -4.27 -2.29 -0.19
C 3.41 -1.49 3.19
C 0.45 -1.07 -1.17
C -1.55 -4.65 -0.73
C -1.57 2.92 -1.20
C -5.24 -1.14 -0.43
C -4.42 0.12 -0.18
C 2.57 -1.76 -3.20
C 2.51 1.02 -0.58
C -0.95 4.05 -0.38
C -0.47 5.11 -1.39
C 2.76 -2.06 1.92
C -2.31 -5.11 -1.77
C -0.89 -3.41 -0.84
C 0.47 -1.78 0.08
C 0.83 4.24 1.47
B -1.99 1.10 4.25
H -2.49 3.27 -1.68
H 1.46 5.71 0.22
H 1.86 -3.97 1.34
H 1.66 1.26 -4.59
H -0.93 -1.45 2.85
H -0.88 2.56 -1.97
H 1.65 2.72 3.39
H 3.27 -2.03 -3.99
H -4.76 -3.27 -0.18
H -1.24 5.26 -2.15
H -1.44 -5.21 0.19
H -2.84 5.06 -0.23
H -5.65 -1.14 -1.44
H -4.19 -2.32 2.00
H 0.43 4.77 -1.90
H -1.87 -2.54 -3.98
H 1.98 -3.74 3.08
H 2.35 -0.18 -5.36
H 4.34 -2.02 3.40
H 2.99 -2.13 -2.26
H 0.75 -0.25 -4.60
H 3.23 0.26 -0.28
H -3.52 -2.31 -0.99
H 2.55 3.37 0.85
H 0.29 6.18 1.27
H -1.75 5.49 1.10
H -1.84 2.04 -0.60
H 0.45 -1.74 3.88
H 3.05 1.87 -1.01
H 3.43 -4.09 2.15
H 3.65 -0.43 3.07
H 3.28 -2.10 -0.21
H 4.37 0.08 -3.98
H -4.99 1.03 -0.01
H 2.77 -1.60 4.07
H -0.04 -2.97 2.68
H -6.08 -1.19 0.27
H 4.33 0.08 -2.22
H 4.21 -0.92 0.75
H -0.28 6.08 -0.94
H 1.64 -2.28 -3.39
H -3.05 -4.72 -3.77
H 2.02 1.40 0.32
H 2.97 2.07 2.69
H 3.75 1.48 -3.13
H 4.55 -2.64 0.89
H -2.81 -6.06 -1.70
H -3.68 0.29 -0.97
H -2.59 -2.42 1.26
H -2.57 3.95 1.11
```

2S+1: 4
HOMO-LUMO gap (alpha / beta) in eV: 5.509 / 5.517
<S²>: 3.7563
M in g mol⁻¹: 831.86
Energy in eV: -106877.529
HOMO (alpha / beta) in eV: -6.54 / -6.55
Lowest unoccupied orbital energy (alpha / beta) in Eh: -0.0379 / -0.0378
Maximum force in eV/Å: 2.04

=====

(2)
Entry from the OMol25 dataset: C27H50BN3O7PtS3 as an isolated structure at a distorted geometry (ωB97M-V/def2-TZVPD).

Structure (XYZ):
```
92
Properties=species:S:1:pos:R:3
Pt 1.81 -0.47 1.64
S 3.98 5.14 5.16
S -2.03 -4.89 5.00
S 2.54 -5.66 -2.51
O 3.68 3.75 4.73
O 5.55 0.83 -1.45
O -1.22 -3.87 4.32
O 1.53 -6.71 -2.60
O 2.58 -4.73 -1.40
O -2.69 -4.53 6.24
O 3.09 6.22 4.75
N -5.03 -0.52 -5.77
N -5.90 0.76 2.15
N -2.69 6.36 -2.85
C 2.57 -4.73 -4.10
C 6.27 6.47 5.81
C 5.69 5.60 4.63
C -5.23 -1.25 -6.90
C -8.00 0.51 2.87
C -7.15 0.03 -6.58
C -6.19 0.20 -5.56
C 4.79 -5.90 -4.16
C 6.00 1.77 -2.40
C 5.96 5.63 7.03
C -2.98 -7.15 3.87
C -1.04 -6.47 5.13
C 7.33 1.29 -2.97
C 4.30 -6.33 -2.74
C -5.95 1.08 3.47
C -2.85 7.41 -2.03
C -6.49 -0.90 -7.40
C -3.47 6.63 -4.03
C -3.23 -5.63 3.82
C -7.22 1.02 3.92
C -7.16 0.32 1.83
C -3.67 8.39 -2.61
C -2.22 -7.44 5.13
C 4.40 5.20 6.93
C -4.04 7.87 -3.86
C 3.50 -5.63 -5.02
C 5.02 2.17 -3.49
B -1.11 0.23 -0.78
H -2.24 5.48 -2.63
H 4.83 1.38 -4.21
H 3.01 -6.59 -5.21
H -7.58 1.30 4.90
H 1.51 -4.59 -4.35
H -7.29 0.01 0.80
H 5.49 3.00 -4.01
H 3.12 -3.83 -3.85
H 5.64 5.98 3.61
H -0.85 1.01 -0.08
H -3.39 5.95 -4.87
H -0.27 -0.08 -1.39
H -1.90 0.65 -1.39
H -4.24 -0.51 -5.14
H -1.42 -0.65 -0.24
H 8.08 1.08 -2.21
H -4.01 9.32 -2.17
H -5.04 1.28 4.02
H 5.88 7.49 5.89
H -4.52 8.43 -4.65
H 7.32 6.72 5.72
H -5.05 0.71 1.61
H -2.88 -5.26 2.86
H 3.75 5.92 7.43
H -4.50 -1.98 -7.21
H 6.29 6.08 7.96
H -3.90 -7.73 3.83
H -0.39 -6.59 4.27
H -6.31 0.88 -4.72
H -2.35 7.37 -1.08
H -4.25 -5.28 3.98
H -9.07 0.37 2.80
H -0.48 -6.43 6.07
H 3.84 -5.09 -5.90
H -6.90 -1.23 -8.34
H -2.94 -7.28 5.93
H -1.77 -8.43 5.08
H 6.58 4.73 7.02
H 5.42 -5.02 -4.08
H 4.99 -6.07 -1.94
H -8.13 0.49 -6.61
H 7.80 2.03 -3.62
H 4.17 -7.41 -2.77
H 5.42 -6.54 -4.77
H 6.24 4.66 4.69
H -2.39 -7.43 3.00
H 7.31 0.30 -3.43
H 4.01 2.42 -3.17
H 6.17 2.73 -1.91
H 4.14 4.21 7.30
```

2S+1: 3
HOMO-LUMO gap (alpha / beta) in eV: 4.171 / 3.834
<S²>: 2.0902
M in g mol⁻¹: 830.80
Energy in eV: -84025.477
HOMO (alpha / beta) in eV: -7.69 / -7.69
Lowest unoccupied orbital energy (alpha / beta) in Eh: -0.1293 / -0.1417
ΔE to the lowest compared entry with this formula, charge and spin in kJ/mol: 965.6
Maximum force in eV/Å: 5.12

=====

(3)
Entry from the OMol25 dataset: C27H50LiN3Si3 as an isolated structure (ωB97M-V/def2-TZVPD).

Structure (XYZ):
```
84
Properties=species:S:1:pos:R:3
Si -1.53 -0.81 -3.67
Si 0.98 -2.61 -4.45
Si 3.67 0.93 3.76
N -1.58 0.98 1.64
N 0.49 2.55 1.02
N -0.65 -1.50 1.76
C 0.95 1.87 -0.19
C 3.59 2.76 4.27
C 0.04 -2.65 2.31
C -3.64 0.39 2.88
C -2.42 0.10 2.25
C -0.73 -1.57 0.30
C 2.51 -3.35 -3.60
C 4.90 0.81 2.32
C -1.94 -0.57 -5.52
C -2.65 -2.19 3.05
C -1.07 4.35 0.36
C 1.48 3.47 1.52
C -1.93 -1.23 2.36
C -2.97 -1.91 -3.06
C -0.84 3.08 0.85
C -0.07 -4.10 -5.01
C -1.84 0.86 -2.83
C -4.35 -0.59 3.58
C 1.66 -1.97 -6.12
C 0.12 -1.44 -3.42
C -2.36 4.82 0.14
C 2.06 0.30 3.30
C 4.61 0.11 5.21
C -3.42 3.97 0.40
C -3.21 2.69 0.90
C -1.92 2.21 1.18
C -3.87 -1.88 3.66
Li 0.30 0.56 2.08
H 4.78 -0.95 5.01
H -2.85 1.23 -3.04
H -2.98 -0.25 -5.66
H 4.56 3.13 4.61
H -0.45 -3.60 2.04
H 0.85 -1.55 -6.72
H 1.14 2.57 -1.02
H 1.87 1.32 0.03
H -1.79 -1.49 -6.08
H -1.12 1.60 -3.17
H -0.22 4.98 0.13
H 0.67 -1.07 -2.56
H 5.58 0.58 5.40
H -4.44 4.29 0.20
H -4.02 1.40 2.88
H -1.75 0.79 -1.74
H 2.16 -2.75 -6.71
H -0.39 -4.68 -4.14
H 1.79 4.22 0.77
H 2.36 2.89 1.82
H 0.47 -4.76 -5.69
H -2.27 -3.20 3.12
H 1.09 3.99 2.39
H -4.42 -2.65 4.20
H 1.05 -2.67 1.91
H -0.97 -3.76 -5.52
H 1.29 0.42 4.06
H -3.95 -1.47 -3.28
H -1.26 -0.71 -0.08
H 4.56 1.41 1.47
H 0.28 -1.59 -0.12
H 2.38 -1.16 -5.95
H -2.91 -2.90 -3.54
H 4.98 -0.22 1.97
H 0.09 -2.57 3.39
H 2.87 2.89 5.09
H -1.25 -2.48 -0.04
H 4.02 0.17 6.13
H -4.07 2.05 1.06
H -2.53 5.82 -0.24
H 5.91 1.15 2.60
H 0.19 1.16 -0.52
H 2.00 -0.76 2.99
H 3.20 -2.55 -3.29
H 3.06 -4.03 -4.25
H 2.22 -3.90 -2.70
H -2.90 -2.06 -1.98
H -1.29 0.19 -5.96
H -5.28 -0.32 4.07
H 3.26 3.38 3.44
```

2S+1: 1
HOMO-LUMO gap in eV: 5.289
Total charge: -2
M in g mol⁻¹: 507.92
Energy in eV: -57121.543
HOMO in eV: -0.89
Lowest unoccupied orbital energy in Eh: 0.1615
ΔE to the lowest compared entry with this formula, charge and spin in kJ/mol: 14.8
Maximum force in eV/Å: 0.72

=====

(4)
Entry from the OMol25 dataset: a 13-piece molecular cluster, C27H51Cl24F3INO2P overall at a distorted geometry (ωB97M-V/def2-TZVPD).

Structure (XYZ):
```
110
Properties=species:S:1:pos:R:3
I -1.04 0.34 -1.29
Cl -5.04 4.55 -3.66
Cl -7.92 3.77 -2.33
Cl -4.30 -3.02 -2.49
Cl 1.76 -5.34 0.45
Cl 0.22 -4.59 -1.92
Cl -5.90 -0.71 -0.15
Cl -7.89 6.38 -3.62
Cl -7.14 -1.44 -4.09
Cl -2.72 -1.99 4.41
Cl -5.50 2.10 -0.80
Cl 6.67 -6.20 1.00
Cl -1.66 -2.52 -4.36
Cl -2.80 2.86 -4.53
Cl 0.19 8.40 -3.45
Cl -3.57 -5.66 -1.44
Cl 6.97 -9.88 -1.04
Cl 6.11 3.01 6.38
Cl -2.51 9.51 -3.16
Cl -0.83 0.26 -4.83
Cl -7.26 -3.13 -6.49
Cl 6.29 -3.83 -0.68
Cl 3.36 2.13 5.85
Cl 7.42 -7.63 -2.87
Cl -0.01 -3.10 4.70
P 0.76 0.94 1.72
F -1.24 5.57 -0.89
F 1.63 5.62 1.15
F -0.89 6.82 0.88
O 6.18 0.36 1.48
O -0.87 -2.57 1.22
N 3.96 -0.32 1.23
C 4.39 3.32 6.65
C 0.20 -1.98 1.19
C 7.38 -9.39 -2.69
C 0.62 5.04 0.44
C 7.27 -5.26 -0.37
C 5.07 0.20 1.96
C -3.74 -3.93 -1.09
C 0.23 -5.50 -0.41
C -6.41 0.63 -1.17
C -1.00 0.84 0.81
C 1.88 0.65 0.17
C 0.79 3.59 0.19
C 3.54 -2.65 0.67
C -2.55 1.91 2.57
C -3.50 3.77 -3.20
C -7.72 5.50 -2.09
C -1.32 8.35 -2.54
C -7.19 -3.09 -4.72
C 4.34 -1.39 0.32
C -1.05 -1.35 -5.54
C -2.04 1.92 1.12
C 4.77 0.60 3.38
C 3.36 0.84 0.52
C -1.72 -3.25 5.14
C -0.44 5.78 0.16
C 0.88 2.89 1.55
C 0.62 -0.98 2.19
H -8.47 5.85 -1.39
H 1.72 3.47 -0.36
H 1.85 -0.36 -0.24
H -1.77 2.91 0.77
H 0.01 3.23 -0.46
H 1.59 -1.28 2.58
H 1.83 3.19 1.99
H -0.09 -1.69 -5.90
H -7.46 0.82 -1.04
H -2.51 2.90 3.00
H 5.40 -1.63 0.36
H 5.19 1.58 3.52
H -4.45 -3.81 -0.29
H 7.25 -5.89 -1.25
H 0.03 1.19 2.96
H -6.30 -3.61 -4.39
H -3.60 1.63 2.58
H 3.70 0.63 3.52
H 8.28 -4.94 -0.15
H 0.06 -6.55 -0.63
H -2.81 4.54 -2.88
H 5.25 -0.09 4.06
H -2.77 -3.54 -0.81
H 3.19 -2.53 1.68
H -6.72 5.68 -1.71
H 4.18 -3.52 0.66
H 4.14 -1.14 -0.72
H 8.36 -9.78 -2.93
H -0.07 -1.07 3.01
H -1.76 -1.27 -6.35
H 0.86 -2.23 0.35
H -1.46 -0.02 1.28
H -2.90 1.64 0.52
H -3.70 3.07 -2.40
H -2.07 -4.22 4.80
H 2.75 -2.84 -0.03
H 0.14 3.33 2.21
H 4.15 4.30 6.26
H -1.74 7.36 -2.61
H 3.52 1.76 1.08
H -1.11 8.60 -1.51
H -2.04 1.20 3.19
H -1.80 -3.16 6.21
H 1.75 1.34 -0.65
H 6.63 -9.78 -3.36
H 1.98 0.99 2.52
H -8.08 -3.57 -4.34
H 3.91 0.98 -0.42
H 4.20 3.28 7.72
H -6.18 0.36 -2.19
H -0.56 -5.10 0.23
```

2S+1: 1
HOMO-LUMO gap in eV: 6.388
Total charge: -1
M in g mol⁻¹: 1487.45
Energy in eV: -360488.476
HOMO in eV: -4.62
Lowest unoccupied orbital energy in Eh: 0.0650
Maximum force in eV/Å: 1.14

=====

(5)
Entry from the OMol25 dataset: C27H51ClFO17PS2Si as an isolated structure at a distorted geometry (ωB97M-V/def2-TZVPD).

Structure (XYZ):
```
101
Properties=species:S:1:pos:R:3
Cl -0.73 3.73 -3.19
S -0.67 0.14 3.76
S 2.07 3.32 1.06
P -1.35 1.19 2.28
Si -3.86 7.01 0.10
F -1.63 5.31 3.59
O 0.84 -1.41 5.30
O 3.02 2.63 0.23
O 1.53 3.01 -2.27
O 4.21 -6.79 5.72
O 2.27 -6.05 6.48
O -2.06 1.03 -5.71
O 0.32 5.73 2.67
O -2.81 1.84 2.78
O 0.87 4.16 0.27
O 1.26 2.04 1.83
O -2.72 6.01 -0.68
O -0.77 -2.68 -5.23
O 2.79 4.10 2.03
O -0.35 -3.35 -7.28
O -1.66 0.20 1.00
O 2.69 -2.39 6.00
O -3.93 2.00 -6.35
C 5.35 -8.93 5.60
C -1.17 -4.98 -5.62
C -0.13 2.26 -0.71
C -0.38 4.90 3.10
C -0.10 2.56 1.87
C 2.05 -2.56 3.63
C 3.76 -3.32 5.84
C 3.35 -7.63 7.87
C -0.11 -4.37 -8.26
C -2.77 0.83 -8.05
C 4.96 -2.66 5.17
C -0.29 3.30 0.52
C -1.72 3.91 0.19
C 0.40 2.97 -2.00
C -4.97 6.03 1.32
C -5.00 7.84 -1.19
C -0.73 -3.59 -6.02
C -0.09 3.39 3.23
C 3.24 -6.74 6.65
C -3.07 8.42 1.10
C 5.47 -7.45 5.89
C -0.98 0.10 -5.89
C 1.80 -2.09 5.04
C -1.79 5.47 0.28
C -1.40 -4.83 -8.91
C 0.19 0.76 -6.61
C -2.98 1.31 -6.63
H 6.15 -6.99 5.17
H -1.92 -3.98 -9.36
H -2.79 8.11 2.14
H -0.82 5.99 0.14
H -2.09 -5.27 -8.18
H -0.75 -5.77 -6.24
H -1.21 -5.56 -9.69
H 0.61 1.46 -0.50
H 2.51 -1.75 3.06
H 3.43 -4.21 5.32
H -0.84 2.99 3.97
H -2.48 0.54 0.58
H -4.33 8.32 -1.94
H -3.75 0.56 -8.46
H -2.22 5.71 1.29
H 2.68 -3.45 3.56
H -0.66 -0.20 -4.90
H 0.53 1.64 -6.06
H -0.09 1.09 -7.61
H -3.85 9.21 1.23
H -0.83 -5.17 -4.61
H 2.76 -8.53 7.71
H -4.98 4.96 1.03
H 6.33 -9.41 5.68
H 4.66 -9.43 6.28
H 2.95 -7.08 8.72
H -2.34 1.64 -8.64
H 0.53 -3.92 -9.02
H 4.72 -2.31 4.17
H -2.50 3.43 0.83
H -5.64 8.60 -0.69
H -2.15 -0.05 -8.13
H 5.79 -3.36 5.10
H 1.09 -2.82 3.18
H -2.25 -5.03 -5.66
H 0.89 3.27 3.74
H 5.88 -7.25 6.88
H 0.45 -5.20 -7.83
H 4.97 -9.09 4.59
H 4.37 -7.90 8.13
H 1.02 0.06 -6.70
H -5.62 7.03 -1.65
H -1.32 -0.80 -6.39
H -5.98 6.47 1.45
H -4.46 6.11 2.32
H 5.28 -1.79 5.74
H -2.76 2.82 2.79
H 4.05 -3.63 6.85
H -1.08 1.75 -0.96
H -2.03 3.65 -0.85
H -2.17 8.88 0.63
```

2S+1: 1
HOMO-LUMO gap in eV: 8.950
M in g mol⁻¹: 825.33
Energy in eV: -117710.745
HOMO in eV: -8.80
Lowest unoccupied orbital energy in Eh: 0.0053
Maximum force in eV/Å: 5.19

=====

Which of these has the lowest energy? C27H51Cl24F3INO2P

=====

Number 3 is which compound? C27H50LiN3Si3